[1]
This record from OMol25 describes a structure of composition C32H25BN7O2W. The level of theory is the ωB97M-V functional and the def2-TZVPD basis.

ORCA input file:
```
! wB97M-V def2-TZVPD RIJCOSX def2/J DEFGRID3
* xyz 1 3
W 0.82674 -0.03821 -0.86492
O 0.42577 1.47074 -2.36049
O 2.41137 -0.35850 0.65037
N -0.36504 -0.96612 -2.44232
N -3.03142 -6.64146 5.64213
N 0.49605 -1.61351 -3.26219
N 0.90488 1.59764 0.27068
N 2.70418 0.35935 -1.86054
N -0.48795 1.30045 0.05061
N 2.83785 -0.51791 -2.87915
C 4.09479 1.23363 -3.35384
C -1.92394 -4.12150 1.69444
C 0.92394 2.20281 2.67759
C -3.68498 4.82084 -1.07346
C -2.45981 -5.00942 2.60793
C -1.06568 -4.06075 4.34506
C -0.46682 2.33761 -2.10017
C -1.92131 4.13747 -2.66674
C 3.22013 -1.54991 0.75382
C -0.40436 -2.27573 1.15565
C -2.58640 -5.90350 4.88329
C 0.05754 -1.47141 0.36896
C -0.15819 -2.01727 -4.35786
C 1.30931 1.40320 1.62020
C -3.89277 3.73196 1.07880
C -2.17009 3.03569 -0.45564
C -1.55491 -0.94861 -3.03438
C -2.60880 4.00320 -1.39845
C -0.88096 3.35327 -3.02062
C 2.31110 0.86261 4.13095
C -4.32138 4.68490 0.15196
C -1.47281 -1.59906 -4.26413
C 1.43213 1.91697 3.94116
C 2.17363 0.34294 1.83183
C 3.67141 -0.01339 -3.79189
C 3.44210 1.43336 -2.14297
C 2.69855 0.04639 3.06934
C -2.82601 2.91269 0.78687
C -1.06591 2.23933 -0.80153
C -0.95799 -3.19817 2.09954
C -2.02857 -4.97840 3.93210
C -0.53399 -3.17204 3.43029
B 1.93527 -1.77306 -2.71408
H 3.93091 -0.57706 -4.67226
H -2.26287 -1.76956 -4.97267
H 0.23965 3.02429 2.51543
H -4.40248 3.63716 2.02769
H 2.70181 0.65850 5.11799
H 3.36781 -0.78653 3.22596
H 2.68184 -2.30028 1.33200
H 4.16388 -1.28307 1.22448
H -5.15966 5.32599 0.38832
H 0.35261 -2.58861 -5.11460
H 3.45626 2.26988 -1.46335
H -0.74333 -4.04738 5.37671
H 1.70598 -1.76115 -1.47360
H 2.44609 -2.78740 -3.07118
H -2.28301 4.90103 -3.34465
H -2.48070 2.16129 1.48398
H -3.20770 -5.72746 2.30253
H 1.13928 2.52708 4.78437
H -0.37860 3.43475 -3.97383
H -2.24742 -4.13825 0.66301
H 4.79014 1.89185 -3.84239
H 3.40425 -1.90254 -0.25150
H -2.39870 -0.48366 -2.55053
H 0.20490 -2.44459 3.73904
H -4.02759 5.56664 -1.77912
*
```

Computed properties:
- M (g mol⁻¹) = 734.25
- Kohn-Sham gap (alpha / beta) (eV) = 7.30 / 5.76
- highest occupied orbital energy (alpha / beta) (eV) = -10.5 / -11.1
- F_max (eV/A) = 0.93
- relative energy (zero: lowest compared OMol25 entry of this formula, charge and spin) (kcal per mole) = 26.8

Mulliken population analysis, charges in e, atoms 1 to 4: W 0.779; O -0.700; O -0.304; N 0.202

---

[2]
This record from OMol25 describes a structure of composition C32H25BrN5OS4SbSiTc. The level of theory is the ωB97M-V functional and the def2-TZVPD basis.

ORCA input file:
```
! wB97M-V def2-TZVPD RIJCOSX def2/J DEFGRID3
* xyz -1 1
Sb 1.87554 0.20482 -1.73746
Tc -0.56378 -0.16529 0.59282
Br -0.17681 -6.22494 -1.40500
S 1.91648 -0.30875 -3.94012
S -2.96017 0.31315 0.28828
S 0.07204 1.50980 -0.92461
S 1.29021 -1.53920 -0.25163
Si -5.31791 2.59330 1.57827
O 0.83811 0.01413 2.10082
N 1.40847 -4.62097 5.08623
N -1.35146 1.42778 1.81172
N -2.83616 -6.48926 -6.83569
N 1.37133 -5.69601 4.46515
N -1.10118 -1.76148 1.97625
C -0.09485 -2.00461 2.86247
C -2.65210 -5.75737 -5.96713
C -6.17905 0.97979 1.97282
C -5.47245 2.99926 -0.23872
C -2.11648 -2.58758 1.91246
C 0.37376 -6.07913 0.39984
C 1.08392 -5.77295 3.05461
C -0.15921 -6.93465 1.34885
C -3.08162 -3.94488 -2.75526
C 1.66110 -4.96021 2.08058
C -2.91116 3.33586 2.97805
C -2.42522 -4.84174 -4.88400
C -1.27651 -1.39974 -0.87557
C -6.09206 3.96838 2.59516
C -1.12150 -3.09030 -3.87450
C -1.99131 -3.06830 -2.77480
C -2.21133 -3.71312 2.75257
C 0.94299 -1.01624 2.89220
C 2.04777 -2.38450 4.54648
C -0.06229 -3.15314 3.66485
C 1.10477 -3.37753 4.44269
C 0.21701 -6.78854 2.67544
C -3.29792 -4.82576 -3.79641
C -1.71961 -2.18151 -1.69264
C -3.50255 2.48107 2.05678
C -1.19206 -4.00297 3.61128
C 1.98327 -1.20869 3.78654
C -2.64778 1.52420 1.48634
C -0.79868 2.26837 2.68405
C -1.33778 -3.96705 -4.91875
C 1.30267 -5.11013 0.75125
C -1.55659 3.24404 3.29640
H -4.98008 2.24034 -0.84855
H -7.23590 1.02917 1.69913
H -7.15248 4.05845 2.34787
H -1.09905 3.91832 4.00636
H 1.71212 -4.44758 0.00089
H 2.35990 -4.18009 2.35160
H -0.66323 -3.98374 -5.76453
H -0.86220 -7.70210 1.05566
H -5.00550 3.96094 -0.46182
H -3.75240 -3.92984 -1.90651
H -0.27473 -2.41418 -3.88553
H -2.87322 -2.36344 1.17302
H -6.52228 3.05286 -0.53742
H -0.18257 -7.44543 3.43822
H -5.72209 0.15410 1.42521
H -6.11375 0.75454 3.03956
H -3.08371 -4.34836 2.68498
H -1.23891 -4.87573 4.24902
H 0.25590 2.12297 2.87392
H -4.13892 -5.50623 -3.77597
H 2.76812 -0.46699 3.84551
H -5.62327 4.93395 2.39291
H -3.51136 4.09957 3.46063
H 2.90516 -2.56576 5.18416
H -6.01814 3.77086 3.66694
*
```

Computed properties:
- M (g mol⁻¹) = 951.60
- Kohn-Sham gap (alpha / beta) (eV) = 4.99 / 5.00
- highest occupied orbital energy (alpha / beta) (eV) = -4.5 / -4.5
- F_max (eV/A) = 0.82
- relative energy (zero: lowest compared OMol25 entry of this formula, charge and spin) (kcal per mole) = 0.0

Mulliken population analysis, charges in e, atoms 1 to 4: Sb 0.529; Tc 0.000; Br -0.174; S -0.628

---

[3]
This record from OMol25 describes a structure of composition C32H25Cl2N6NaO4S. The level of theory is the ωB97M-V functional and the def2-TZVPD basis.

ORCA input file:
```
! wB97M-V def2-TZVPD RIJCOSX def2/J DEFGRID3
* xyz -2 1
Cl -2.78074 0.10162 -3.06557
Cl -2.21960 2.39035 -4.86077
S -5.09259 -2.30578 -1.04566
Na -0.28162 -0.60856 0.11048
O -0.40295 -0.90633 2.25539
O 0.25700 1.95562 -0.76860
O -0.06906 -0.99819 -4.41578
O 0.63631 -0.94522 -2.00384
N 2.28668 -1.53601 -0.10323
N -0.00975 1.86124 3.10596
N 0.22364 1.68676 1.88157
N 2.78860 -0.30292 2.39642
N -2.49686 -1.39681 -0.42347
N 2.42349 -2.22029 -1.29472
C -0.85750 1.19910 5.21418
C 2.29122 -1.88066 4.63653
C -1.27946 -1.44946 4.35436
C -0.66175 2.50583 5.72652
C 2.70181 0.22358 3.61236
C 2.48412 4.74886 0.08704
C -0.57458 0.85507 3.84555
C -1.39866 1.82971 7.92787
C -0.91869 2.80779 7.04208
C 1.78320 -2.28877 -3.59797
C 2.16152 -3.21688 -6.20979
C 2.37941 -2.44414 3.37796
C 0.29781 2.03972 -2.18391
C 2.45158 4.66564 1.46800
C -1.55830 -1.11214 5.62608
C 0.93580 -1.85909 -4.63516
C 0.99865 2.85193 -0.07959
C -1.60748 0.55662 7.45265
C 2.60284 -2.21553 0.92482
C 1.13695 -2.33135 -5.93605
C 0.95887 2.75961 1.32436
C 3.00836 -3.64779 -5.19165
C -3.57130 -1.77508 -0.67987
C 2.60104 -1.61972 2.27387
C 1.59225 -1.76363 -2.20488
C 1.69544 3.67045 2.07385
C 1.76126 3.84608 -0.68555
C 2.81077 -3.17792 -3.90366
C -0.73263 -0.50042 3.38336
C -1.34417 0.22075 6.11475
C -2.94064 0.75443 -4.67453
C 2.44722 -0.50912 4.76267
H -0.06341 3.01482 -2.52405
H 2.34926 -0.01173 5.71907
H 2.30114 -3.57581 -7.22376
H 2.07513 -2.49361 5.50327
H -0.36173 1.26621 -2.55277
H 0.46487 -1.98348 -6.71141
H 3.81273 -4.34187 -5.40248
H 1.80268 3.91923 -1.76208
H 3.07996 5.50925 -0.40432
H 1.66566 3.56947 3.15056
H 3.45038 -3.48918 -3.08844
H 1.30765 1.85891 -2.55957
H -1.95873 -1.85080 6.31543
H -2.41718 0.10552 -5.36692
H 3.02354 5.35884 2.07323
H -0.30323 3.27026 5.05141
H -1.60498 2.07642 8.96259
H -3.99146 0.85222 -4.91802
H 2.85540 -3.27496 0.83332
H 2.82828 1.30107 3.66989
H -0.75254 3.81937 7.39672
H 2.22725 -3.50606 3.22651
H -0.03721 -0.82617 -3.41742
H -1.43784 -2.45390 3.97959
H -1.98370 -0.22042 8.11156
*
```

Computed properties:
- M (g mol⁻¹) = 683.55
- Kohn-Sham gap (eV) = 5.99
- highest occupied orbital energy (eV) = -2.1
- F_max (eV/A) = 0.33
- relative energy (zero: lowest compared OMol25 entry of this formula, charge and spin) (kcal per mole) = 10.5

Mulliken population analysis, charges in e, atoms 1 to 4: Cl -0.004; Cl -0.210; S -0.551; Na 1.028

---

Computed calculated total energy, in the same sequence as the records: -50609.4983, -173088.4482, -91020.2651 eV.